Formula: C33H55CsN8O3S2
Source: the Open Molecules 2025 dataset
Level of theory: the ωB97M-V functional and the def2-TZVPD basis

Last column: Löwdin charge in e.
CARTESIAN COORDINATES (ANGSTROEM)
Cs  0.3801  -0.4322  0.8582  1.3354
S  1.7936  -3.5728  0.9827  0.3581
S  -3.4178  -1.1408  -2.5351  0.8468
O  1.9380  -4.6809  0.0455  -0.3670
O  0.5628  -2.8126  0.7719  -0.7704
O  2.9854  -2.7394  1.0893  -0.3840
N  -0.1679  -1.1918  -3.0099  -0.0714
N  0.6018  0.4104  3.3945  -0.1484
N  1.7909  2.8050  -2.8135  0.0109
N  -1.8248  -0.0234  2.4661  -0.1260
N  1.2335  2.8010  0.8627  0.0336
N  -1.3044  -3.0542  -1.4794  -0.0816
N  3.4248  -0.2809  -0.3790  -0.0217
N  -1.3358  2.4890  -0.0840  0.0475
C  -0.3783  0.3950  4.2381  -0.2707
C  4.5946  0.4756  -0.7498  -0.2975
C  -2.6395  2.2542  -0.6253  -0.2589
C  -3.7218  2.7152  0.3701  -0.1811
C  1.8285  1.0948  3.6890  -0.2689
C  -0.2766  -3.5520  -2.3659  -0.2079
C  -0.9824  4.5992  -1.2378  -0.0811
C  1.7587  2.5813  3.2864  -0.1724
C  -0.3809  6.7559  -0.1598  -0.1880
C  -3.0628  -0.3152  1.8125  -0.2677
C  -1.9877  -0.2808  6.9107  -0.1825
C  -1.6332  -0.2275  3.7282  -0.2757
C  -3.5353  2.2027  1.7984  -0.2090
C  0.4309  3.7986  0.6934  -0.2736
C  2.6263  2.0256  -3.7010  -0.3159
C  0.0477  6.2896  1.0777  -0.1529
C  -0.7768  5.9551  -1.2275  -0.1583
C  -2.5676  -1.0948  5.9416  -0.1528
C  0.6260  -2.3768  -2.7806  -0.2074
C  4.1361  1.6004  -1.6823  -0.2076
C  0.4313  5.0220  1.4416  -0.0612
C  1.6378  -4.3408  2.6409  -0.1308
C  -0.7084  3.6071  -0.2436  -0.2792
C  -2.3564  -0.4875  -3.8762  -0.4610
C  -2.4681  -1.0162  4.5774  -0.0609
C  2.2641  2.9054  1.8653  -0.2630
C  -2.6142  -3.6234  -1.5798  -0.3034
C  -1.0721  0.7392  6.6694  -0.1505
C  -4.0790  0.8025  2.0936  -0.1786
C  3.4589  1.0095  -2.9162  -0.2157
C  -1.0346  -1.1991  -4.1537  -0.2926
C  -3.4047  -2.9584  -2.7205  -0.4670
C  -0.3758  1.0304  5.5227  -0.0561
H  -2.1596  0.5266  -3.5334  0.0587
H  0.3649  -4.3098  -1.8943  0.1008
H  -4.0306  2.9084  2.4745  0.1004
H  -2.8654  -0.3631  0.7406  0.0730
H  4.9689  2.2476  -1.9670  0.1076
H  -2.3052  -0.4330  7.9387  0.0633
H  -1.4331  4.1980  -2.1434  0.0816
H  -4.3187  0.7492  3.1597  0.0998
H  -4.4452  -3.2881  -2.6988  0.0541
H  -3.2587  -1.8514  6.3187  0.0866
H  0.6284  -4.7079  2.7511  0.0483
H  3.6276  -1.1240  0.1477  0.0283
H  4.2015  0.5595  -3.5830  0.1071
H  -3.5261  -1.2755  2.1125  0.0986
H  3.3980  2.1985  -1.1482  0.0880
H  0.7841  4.9217  2.4622  0.0795
H  0.7102  2.8800  3.3504  0.1060
H  -0.4541  7.8339  -0.2901  0.0622
H  2.8109  0.2890  0.1956  -0.0403
H  -1.0481  6.4868  -2.1419  0.0845
H  -2.9593  -0.4498  -4.7882  0.0584
H  -3.1491  -3.4354  -0.6438  0.1117
H  5.2947  -0.1841  -1.2816  0.1079
H  -5.0029  0.6208  1.5355  0.1007
H  -2.9868  -3.1872  -3.6979  0.0562
H  2.7116  3.9165  1.8774  0.1019
H  -2.7438  1.1799  -0.8015  0.0608
H  3.0653  2.2056  1.5965  0.0848
H  -3.1188  -1.6925  4.0296  0.0826
H  -0.8292  1.3650  7.5301  0.0872
H  1.3081  2.2129  -2.1444  0.0627
H  0.3135  1.8645  5.6072  0.0818
H  -4.7073  2.4215  -0.0073  0.0988
H  -3.6869  3.8092  0.3993  0.1036
H  -1.2301  -2.2344  -4.4438  0.0923
H  -0.9440  -3.0108  -0.5324  0.0657
H  2.8053  0.2121  -2.5605  0.0821
H  0.3886  -0.3489  -2.9577  0.0995
H  -0.5900  -0.6941  -5.0382  0.1138
H  -2.8477  2.7726  -1.5821  0.0940
H  1.0923  3.3365  -3.3153  0.0601
H  2.3619  -5.1423  2.6886  0.0444
H  -2.4710  2.2040  2.0232  0.0937
H  1.3045  -2.1650  -1.9559  0.0976
H  2.1049  1.0310  4.7597  0.0996
H  3.2847  2.7284  -4.2309  0.0994
H  2.0539  1.4752  -4.4770  0.0939
H  1.8594  -3.5717  3.3679  0.0508
H  2.6289  0.6020  3.1233  0.0966
H  5.1473  0.9128  0.1072  0.1015
H  0.1684  7.0504  1.8523  0.0870
H  1.2305  -2.6770  -3.6617  0.1144
H  2.3256  3.1752  4.0146  0.1021
H  -0.7529  -4.0000  -3.2487  0.1035
H  -2.6200  -4.7188  -1.7597  0.1091

Cartesian forces, eV/Å:
-0.339 3.117 -1.678
0.580 -1.575 0.527
-0.094 -0.028 -0.031
-0.068 0.093 0.125
0.117 -2.792 0.129
-0.160 0.140 0.101
0.472 0.469 -0.098
-0.296 0.141 0.964
-0.250 0.011 0.070
-0.082 0.101 0.549
-0.249 -0.186 -0.138
0.095 -0.571 0.604
-0.112 -0.239 0.413
0.412 -0.049 0.253
0.713 -0.087 -0.043
0.310 0.489 -0.156
-0.313 0.206 -0.426
0.214 -0.020 0.033
0.059 0.141 0.495
0.099 0.226 -0.057
-0.184 0.174 -0.729
0.133 -0.098 -0.039
-0.060 0.715 -0.081
-0.493 -0.255 0.231
-0.151 -0.090 0.554
-0.344 0.090 -0.390
-0.265 0.066 0.005
0.655 -0.330 -0.078
0.163 -0.204 -0.360
0.218 0.017 -0.003
-0.161 -0.082 0.023
-0.051 0.115 0.099
-0.102 -0.219 -0.179
0.040 -0.392 -0.070
0.078 0.202 0.718
0.052 0.628 -1.046
-0.512 -0.730 0.077
-0.339 -0.425 0.091
-0.367 -0.512 -0.163
0.047 0.462 0.082
-0.007 0.082 -0.294
0.056 -0.123 0.034
0.204 0.048 0.054
-0.122 0.422 -0.119
-0.154 0.258 -0.026
-0.021 0.442 0.224
0.203 0.577 0.200
0.011 0.160 -0.071
-0.129 -0.034 -0.110
0.068 -0.009 0.002
-0.028 -0.134 -0.175
0.032 0.093 0.038
0.003 0.032 -0.040
-0.009 0.027 0.033
-0.061 -0.060 0.005
0.015 -0.063 -0.123
0.057 0.086 -0.077
-0.225 -0.132 0.052
-0.071 -0.032 -0.030
-0.018 -0.064 -0.009
0.120 0.089 -0.157
0.087 0.188 0.089
0.032 0.032 0.000
0.037 0.120 0.084
0.003 -0.093 0.013
0.297 0.112 -0.116
0.005 -0.105 0.079
0.120 0.107 -0.033
0.052 -0.043 -0.058
-0.085 0.011 0.089
-0.074 -0.042 -0.036
0.022 -0.174 -0.074
-0.018 -0.118 -0.041
-0.030 -0.010 -0.100
0.054 0.010 0.093
-0.009 0.020 0.026
0.001 -0.056 -0.097
-0.063 0.136 0.148
0.016 -0.027 -0.018
-0.069 0.042 -0.071
-0.014 0.000 -0.083
0.030 0.056 -0.052
-0.128 -0.085 -0.118
-0.017 -0.082 -0.089
-0.015 -0.049 -0.016
-0.068 -0.231 0.126
0.056 -0.162 0.072
-0.034 0.049 0.087
0.139 -0.142 0.019
0.053 0.161 0.153
0.145 0.033 0.007
-0.036 -0.092 -0.207
0.007 -0.110 -0.015
0.168 0.100 0.103
-0.046 0.132 0.204
0.066 0.032 0.006
-0.119 -0.130 -0.189
0.019 -0.108 -0.085
0.003 0.029 0.199
-0.005 -0.016 -0.064
0.047 0.017 0.077
-0.024 0.105 0.097

- multiplicity = 1
- Kohn-Sham gap (eV) = 4.77
- net charge = -2
- E_tot (eV) = -75393.6849